(1)
ORCA calculation (wB97M-V/def2-TZVPD) on a molecular structure, C18H30F6INO26S6Si2.

The geometry in XYZ format:
```
90
Properties=species:S:1:pos:R:3:forces:R:3:lowdin_charge:R:1
O -4.56484 -4.13481 0.07254 2.46 0.87 3.54 0.035
N -3.86900 -3.86541 1.06157 -4.22 -1.49 -2.97 -0.061
O -2.81048 -3.11154 0.72159 2.47 -1.00 -0.84 -0.214
Si -1.43892 -4.06615 0.18490 3.34 2.65 -0.30 0.547
C -0.78758 -3.21579 -1.44391 -1.12 -0.17 -0.87 -0.240
C -0.60263 -1.59168 -1.31858 -0.37 0.18 -0.28 -0.269
C 0.75093 -1.10282 -0.53346 -1.56 0.86 0.61 -0.535
S 2.29057 -2.10444 -0.90014 -0.65 -0.49 0.95 0.639
O -0.09386 -3.89991 1.35861 -4.22 -0.04 0.27 -0.432
Si -0.71201 -3.57135 2.97108 1.82 -0.51 -0.31 0.182
I -1.48636 -5.66163 4.13929 0.08 0.80 -0.53 0.444
C -1.76074 -5.95455 0.01439 -4.39 -5.54 3.86 -0.120
O -2.54084 -6.62330 0.90915 5.00 4.31 -5.74 -0.055
C -1.10516 -6.93557 -1.17136 -1.48 -0.03 -2.34 -0.126
F -1.00509 -6.19745 -2.48653 -0.26 -2.05 4.11 -0.006
F -2.05581 -8.07365 -1.46329 3.50 3.55 1.18 0.018
C 0.41770 -7.42759 -0.82164 1.24 0.17 -3.11 -0.082
F 1.29617 -6.20402 -0.71138 -2.95 -3.93 0.03 0.019
F 0.92034 -8.14374 -2.04785 -1.58 2.28 4.00 0.024
C 0.55840 -8.44265 0.45256 0.98 -3.07 0.51 -0.093
F 1.33467 -9.63748 -0.05031 -2.54 3.71 1.59 0.012
F -0.71197 -8.98396 0.98316 3.78 1.97 -1.89 0.045
C 1.41006 -7.85903 1.72583 1.14 5.06 4.63 -0.159
O 1.32860 -6.63341 2.24960 0.04 -8.18 -4.35 0.003
O 2.34105 -8.82007 2.40557 -4.07 1.41 -0.78 0.002
H 0.14422 -3.79256 -1.85692 -1.61 1.32 0.84 0.076
H -1.65510 -3.38865 -2.24557 1.80 0.28 1.61 0.112
H -1.52462 -1.13353 -0.72621 1.82 -1.01 -1.16 0.115
H -0.67958 -1.12535 -2.41437 0.36 -1.35 2.65 0.086
H 0.49112 -1.05896 0.62185 0.91 -0.23 -2.37 0.085
H 0.97195 0.00726 -0.89867 -0.23 -2.71 0.99 0.064
H 2.20301 -3.26519 -0.06970 -0.41 1.67 -0.88 -0.125
H -1.71659 -2.49882 3.01100 -0.20 -0.29 -0.18 -0.040
H 0.44077 -3.09921 3.77952 -0.33 -0.41 -0.28 -0.062
H 1.76914 -9.18304 3.17010 1.29 0.75 -1.51 0.152
C 0.65728 2.30186 -5.86168 -0.49 0.08 -0.70 -0.167
C -0.74810 2.43176 -5.28052 0.36 0.96 0.11 -0.174
O -1.01802 1.17125 -4.67138 1.02 -0.90 0.19 -0.184
S 0.37829 0.54648 -4.10537 -0.05 0.08 -0.46 0.675
O 0.47157 0.85423 -2.69551 0.10 -0.22 -1.90 -0.271
O 0.52654 -0.79090 -4.63060 -0.27 1.63 1.08 -0.222
O 1.39398 1.53580 -4.91005 -0.63 -0.50 0.92 -0.188
H 0.64349 1.74909 -6.80657 0.01 0.08 0.06 0.133
H 1.13128 3.27471 -6.01710 0.04 -0.25 0.23 0.138
H -1.49544 2.65876 -6.04454 0.04 -0.29 0.19 0.144
H -0.78217 3.19851 -4.49932 -0.04 -0.06 -0.20 0.106
C 5.19678 -2.37294 3.05379 0.41 -0.47 0.32 -0.171
C 4.24106 -3.55246 3.21205 0.22 -0.12 -0.72 -0.169
O 3.21120 -3.08448 4.07990 0.10 1.13 0.20 -0.204
S 2.99289 -1.48749 3.83013 -0.26 0.24 0.12 0.658
O 1.87542 -1.32057 2.92762 1.42 0.17 1.23 -0.278
O 3.08556 -0.80922 5.10204 -0.42 -0.88 -1.70 -0.226
O 4.36617 -1.21457 2.99495 -1.02 -0.27 0.24 -0.197
H 5.85291 -2.27768 3.92497 -0.03 -0.06 -0.08 0.133
H 5.80458 -2.45268 2.14853 -0.26 0.19 0.07 0.138
H 4.73170 -4.43224 3.63517 -0.23 0.21 0.15 0.139
H 3.78087 -3.81802 2.25442 0.11 -0.01 0.04 0.125
C -1.06950 3.10144 -0.09858 -0.38 -0.52 0.53 -0.190
C -2.35244 2.33011 -0.39661 0.67 -0.55 -0.10 -0.155
O -3.25930 3.30038 -0.91522 0.37 1.26 -0.40 -0.185
S -2.41452 4.43298 -1.73007 0.16 -0.22 0.43 0.689
O -2.45604 4.10151 -3.13703 0.03 0.80 1.47 -0.246
O -2.77953 5.73275 -1.21650 0.20 -1.45 -0.99 -0.241
O -0.93714 4.04561 -1.15981 -1.20 0.28 -0.99 -0.189
H -1.15225 3.65557 0.84197 0.00 -0.09 -0.06 0.134
H -0.19436 2.44735 -0.05879 -0.51 0.33 -0.42 0.091
H -2.76723 1.85173 0.49382 -0.11 0.29 -0.16 0.143
H -2.18687 1.57438 -1.17173 0.06 0.01 0.10 0.125
C -5.10060 9.00792 0.33789 -0.02 0.34 -0.64 -0.173
C -3.60973 9.18421 0.06229 -0.08 -0.81 -0.26 -0.175
O -3.13134 10.01698 1.11605 -0.81 0.24 0.82 -0.196
S -3.99608 9.71351 2.46533 0.21 -0.02 0.41 0.678
O -3.24679 8.78476 3.28210 -1.14 1.36 -0.83 -0.237
O -4.51211 10.96528 2.96852 0.85 -1.60 -0.46 -0.238
O -5.21567 8.89702 1.75551 0.95 0.24 0.44 -0.195
H -5.66734 9.88827 0.01799 0.06 -0.07 -0.02 0.131
H -5.50786 8.11753 -0.14854 0.09 0.07 0.31 0.136
H -3.41740 9.64390 -0.91006 0.03 0.13 0.31 0.138
H -3.08189 8.22657 0.12260 -0.12 0.05 -0.12 0.122
C 3.53496 4.08975 -0.29239 0.68 0.36 0.09 -0.164
C 4.16222 3.20067 0.77803 0.17 -0.42 -0.64 -0.169
O 3.30357 3.31732 1.91023 -1.05 0.58 -0.27 -0.183
S 1.77320 3.54392 1.39347 0.29 0.20 0.48 0.681
O 1.09834 2.26505 1.40707 0.97 1.56 0.40 -0.251
O 1.24206 4.72113 2.04038 0.45 -1.81 -0.73 -0.213
O 2.12570 3.91638 -0.15408 -0.31 -0.64 0.93 -0.193
H 3.76744 5.14466 -0.11442 0.02 -0.10 -0.02 0.135
H 3.85623 3.81215 -1.29986 -0.30 -0.04 0.16 0.139
H 5.17923 3.50886 1.03198 -0.30 0.04 0.19 0.139
H 4.16769 2.15121 0.46508 0.06 0.10 -0.03 0.134
```
Forces are in eV/Å.

Summary:
- 2S+1: 1
- Highest occupied orbital energy: -0.33322 Eh
- Relative energy (zero: lowest compared OMol25 entry of this formula, charge and spin): 787.1 kJ/mol
- Net charge: 0
- Calculated total energy: -6579.51664 hartree
- Frontier orbital gap: 7.06 eV

(2)
ORCA calculation (wB97M-V/def2-TZVPD) on a molecular structure, C18H30N7O4RbS.

The geometry in XYZ format:
```
61
Properties=species:S:1:pos:R:3:forces:R:3:lowdin_charge:R:1
Rb 0.42832 0.85988 0.46535 -1.43 2.19 -0.61 1.251
O 0.61445 -1.24532 5.07230 0.52 0.15 -0.54 0.104
C 0.66601 -1.07442 3.71792 -3.01 -1.23 0.37 -0.460
O -0.31787 -1.33051 3.02861 1.55 0.37 0.77 0.090
C 1.91081 -0.52050 3.22428 2.03 0.66 -0.56 -0.232
C 2.89775 0.01843 4.06889 -0.95 -0.49 -0.20 0.015
C 3.98039 0.64357 3.48861 0.40 0.16 -0.61 -0.027
C 4.05995 0.72243 2.10067 -0.06 -0.21 0.52 0.043
C 3.05568 0.12635 1.33776 0.57 0.16 -0.11 -0.232
N 2.01953 -0.48409 1.88031 0.39 -0.80 1.68 0.027
C 3.02322 0.30726 -0.19134 0.62 0.07 -1.05 -0.740
O 3.75772 1.17436 -0.66542 0.41 0.06 0.57 0.031
O 2.17069 -0.37132 -0.81505 0.58 -0.94 -0.20 -0.208
H -0.24088 -1.64303 5.29167 -0.02 0.09 -0.22 0.131
H 2.78024 -0.05039 5.13892 0.01 0.02 0.08 0.118
H 4.75566 1.08175 4.10216 0.00 0.01 0.04 0.114
H 4.87014 1.22590 1.59766 0.00 0.07 -0.09 0.125
N -0.68919 -3.09925 -2.61014 0.05 -0.58 -0.05 0.036
C -1.92929 -2.57981 -3.19870 -0.51 0.00 -0.39 -0.353
C -2.98122 -2.30481 -2.11827 0.34 0.05 0.18 -0.109
C -2.61898 -1.16710 -1.15102 -0.80 0.15 -0.56 -0.376
N -1.49661 -1.54988 -0.31030 0.13 -0.04 0.63 0.049
C -2.27237 0.08989 -1.95452 0.16 -0.39 0.31 -0.117
C -1.19163 -0.17225 -3.00484 -0.54 0.46 -0.38 -0.274
N 0.06086 -0.60204 -2.34215 0.45 0.04 0.67 0.141
C -1.61107 -1.28833 -3.96667 0.13 -0.11 0.32 -0.097
H -0.87732 -3.75310 -1.85893 0.08 -0.01 -0.10 0.099
H -0.05100 -1.66593 -2.18054 0.46 0.67 -0.05 0.098
H -0.11606 -3.56041 -3.30907 -0.07 -0.06 0.05 0.109
H -2.36401 -3.30665 -3.90760 0.11 0.15 0.18 0.138
H -3.15990 -3.21934 -1.54978 -0.10 -0.17 0.03 0.114
H -3.91329 -2.04667 -2.62271 -0.06 -0.02 0.02 0.124
H -3.51768 -0.94101 -0.54906 0.20 -0.03 -0.16 0.132
H -1.70394 -2.42538 0.15886 0.07 0.03 0.08 0.092
H -1.38931 -0.86762 0.44011 -0.37 -0.29 0.01 0.003
H -1.93467 0.89038 -1.28440 0.01 0.24 -0.21 0.051
H -3.17094 0.43953 -2.46568 0.02 0.10 -0.02 0.133
H -1.00792 0.75792 -3.55531 0.07 -0.14 0.24 0.154
H 0.21289 -0.17337 -1.41752 -0.15 -0.52 -1.48 -0.001
H 0.92842 -0.39613 -2.84346 -0.20 -0.02 0.00 0.161
H -0.81686 -1.47598 -4.69181 0.03 -0.03 -0.13 0.120
H -2.49723 -0.98081 -4.51915 -0.02 0.10 -0.04 0.126
C -5.75255 3.26821 2.33302 -0.05 -0.19 -0.02 -0.100
C -5.33511 1.80837 2.52947 -0.18 0.20 0.00 -0.247
C -3.85985 1.65642 2.48337 0.23 0.14 0.44 -0.589
N -3.19361 1.07446 1.55622 -1.41 -0.20 -0.21 0.029
N -1.87270 1.08669 1.72375 0.75 -0.08 0.59 -0.134
C -1.48901 1.69312 2.80031 -1.28 0.45 0.30 -0.712
N -0.19365 1.92502 3.14407 0.79 -0.22 0.45 0.074
S -2.82822 2.32977 3.74701 0.28 -0.38 -0.70 1.094
H -6.83710 3.34394 2.33880 -0.08 0.09 0.04 0.072
H -5.38616 3.64148 1.37980 0.05 0.07 -0.05 0.084
H -5.35095 3.89244 3.12980 -0.03 0.09 0.00 0.064
H -5.76269 1.18349 1.74310 0.08 -0.03 0.09 0.115
H -5.70274 1.45751 3.49797 -0.04 -0.10 -0.10 0.109
H 0.45797 1.20511 2.83977 -0.26 0.44 0.51 0.008
H -0.04215 2.19452 4.10745 0.04 -0.03 -0.22 0.107
C -0.53219 3.03350 -1.34017 -0.16 -1.05 0.28 -0.319
H -0.23251 3.68659 -0.51975 0.14 0.34 0.04 -0.125
H -1.45886 3.39433 -1.77408 -0.22 0.25 -0.19 -0.116
H 0.24911 2.98382 -2.09622 0.25 0.31 -0.24 -0.115
```
Forces are in eV/Å.

Summary:
- 2S+1: 1
- Highest occupied orbital energy: -0.16395 Eh
- Net charge: 0
- Calculated total energy: -1810.32792 hartree
- Frontier orbital gap: 3.96 eV

(3)
ORCA calculation (wB97M-V/def2-TZVPD) on a molecular structure, C18H30NO2.

The geometry in XYZ format:
```
51
Properties=species:S:1:pos:R:3:forces:R:3:lowdin_charge:R:1
C 3.85413 0.83960 -0.80072 1.58 -1.11 -3.13 -0.006
C 2.69477 0.31015 -0.50642 -2.12 -2.62 0.34 -0.241
C 2.07547 0.40935 0.88044 6.38 1.38 1.24 -0.168
C 2.05275 -0.90602 1.58025 1.19 -2.25 1.01 -0.151
C 3.07085 -1.30280 2.47278 -4.24 -2.11 0.77 0.051
C 2.86982 -2.53328 3.30440 2.31 2.53 -1.25 -0.079
C 1.88090 -3.31432 3.00536 -4.91 -2.82 -5.20 -0.061
C 0.92752 -3.14540 1.75789 7.33 5.93 4.30 0.064
C 1.08193 -1.91341 1.19255 -0.76 2.23 -0.77 -0.185
O 0.21076 -1.31570 0.18495 -0.70 -3.41 0.69 -0.165
C -0.73147 -2.46232 -0.33746 4.51 6.84 -4.76 -0.012
C -1.20685 -1.84350 -1.68937 0.54 5.71 1.49 -0.048
O -0.08653 -1.11303 -2.69319 -4.78 1.37 3.90 -0.029
H 0.25539 -1.92416 -2.80182 3.29 -4.34 -1.76 -0.010
H -1.78391 -2.50765 -2.28074 -0.63 -0.36 -0.67 0.124
C -2.13368 -0.45454 -1.21802 -2.42 -3.93 -2.62 -0.047
N -1.35770 0.82059 -0.79931 -3.16 -6.62 3.56 -0.049
H -0.51233 0.34086 -0.33895 -0.45 1.13 -1.27 0.151
C -1.19403 1.54481 -2.02509 5.24 3.14 3.95 -0.370
C -2.26201 2.51371 -2.22748 -1.03 -0.36 -2.19 -0.043
H -3.08809 1.87436 -2.53510 -1.11 0.46 0.78 0.091
H -2.42856 3.25504 -1.42662 -0.10 -0.53 -0.86 0.100
H -2.06009 2.91024 -3.22863 0.16 0.94 0.46 0.111
C 0.18626 2.38418 -1.50842 1.78 -7.13 -11.37 0.032
H 0.47596 2.54871 -2.80071 -0.45 0.90 3.68 0.183
H 0.06102 3.19709 -1.03547 -0.97 5.92 3.27 -0.029
H 1.15238 1.81599 -1.41268 -1.44 0.14 0.91 0.054
H -0.98687 0.80298 -2.77396 0.22 0.36 -0.51 0.117
C -2.12999 1.30414 0.51065 -2.99 3.85 -5.15 -0.403
C -1.51198 2.59447 0.96758 3.12 -3.37 0.12 -0.019
H -2.09961 2.72098 1.81741 -0.11 1.26 1.93 0.077
H -0.39840 2.24223 1.11653 -1.90 1.62 0.48 0.134
H -1.59395 3.35742 0.26494 -0.03 1.31 -0.80 0.046
C -2.15189 0.30744 1.49156 -5.78 -4.25 2.77 -0.081
H -2.68665 0.74283 2.38063 1.10 -0.42 -0.50 0.123
H -3.02726 -0.72543 1.32784 2.80 3.22 0.23 0.189
H -1.25044 -0.13803 1.68713 2.25 -0.97 0.96 0.049
H -3.26250 1.64695 0.24959 2.47 -1.30 -0.13 0.208
H -2.70541 -0.22545 -2.23396 1.10 -0.17 2.38 0.152
H -2.97037 -0.95373 -0.48702 2.30 1.93 -1.64 0.142
H -1.45864 -2.47757 0.30196 -4.32 -0.99 3.61 0.064
H -0.04356 -3.17750 -0.43758 1.78 -3.60 -0.34 0.085
H 0.19983 -3.74269 1.61508 -4.78 -4.35 -1.08 0.028
H 1.78083 -4.32503 3.33008 0.03 -0.35 1.06 0.094
H 3.50419 -3.01966 4.04266 0.58 1.21 0.04 0.116
H 3.66069 -0.56237 2.84640 2.19 1.80 0.59 0.070
H 1.28640 1.04592 0.89511 -3.04 1.22 0.12 0.023
H 2.93328 1.19739 1.48803 -2.42 -2.42 -1.38 0.201
H 2.14490 -0.51920 -1.14913 1.21 2.24 0.75 0.141
H 4.52914 1.30841 -0.08011 -0.45 0.25 -0.40 0.068
H 4.23362 0.56696 -1.88386 -0.35 0.91 2.39 0.107
```
Forces are in eV/Å.

Summary:
- 2S+1: 1
- Highest occupied orbital energy: -0.42909 Eh
- Relative energy (zero: lowest compared OMol25 entry of this formula, charge and spin): 1263.1 kJ/mol
- Net charge: +1
- Calculated total energy: -908.42690 hartree
- Frontier orbital gap: 9.35 eV

> What is the highest occupied orbital energy in the second record?

-0.16395 Eh

> What is the frontier orbital gap in the third record?

9.35 eV